# 1
# C69H146F12N8O12S4

A cluster of 12 separate species, C69H146F12N8O12S4 in total at a distorted geometry (ωB97M-V/def2-TZVPD, the OMol25 dataset).

Geometry as XYZ:
```
251
Properties=species:S:1:pos:R:3:forces:R:3
C -2.4166 -3.8143 5.1880 2.1 -1.0 0.5
C -1.0071 -4.2270 5.8868 -1.3 -0.4 -0.3
C -0.7348 -5.7290 5.5550 0.9 0.5 2.1
N 0.4583 -6.3244 6.5067 0.1 -1.5 0.7
C 0.2173 -6.0256 8.0732 0.9 2.2 -2.1
C 0.5127 -7.8724 6.3473 -1.8 0.7 0.5
C 1.1340 -8.1028 5.0108 -0.7 0.1 -0.2
C 2.3816 -7.2054 5.1494 -0.7 -0.6 0.0
C 1.8903 -5.9684 6.0069 -0.1 -0.8 -1.0
H -2.6461 -2.7489 5.2099 0.0 -0.2 0.5
H -3.1700 -4.4566 5.6440 -0.3 0.4 -0.1
H -2.3404 -4.0746 4.1322 0.0 -0.1 -0.1
H -1.0772 -4.1980 6.9741 -0.5 0.3 0.0
H -0.2088 -3.5133 5.6829 0.1 -0.3 -0.6
H -0.6020 -5.9404 4.4939 0.7 0.0 0.3
H -1.5716 -6.3346 5.9030 -0.2 0.1 -0.1
H 0.9126 -6.5360 8.7397 -0.3 -0.7 -0.5
H -0.8235 -5.9637 8.3908 0.0 -1.0 -0.4
H 0.5213 -4.9801 8.1250 0.2 0.1 0.2
H 1.0834 -8.3575 7.1391 0.4 0.6 0.1
H -0.5074 -8.2073 6.5351 -0.1 -0.2 -0.4
H 1.2329 -9.1798 4.8750 0.8 0.1 0.0
H 0.4584 -7.8173 4.2044 0.0 0.3 0.0
H 3.0831 -7.8834 5.6357 0.4 0.7 0.3
H 2.7941 -6.9000 4.1879 0.0 0.1 0.2
H 2.5654 -5.7634 6.8378 -0.3 0.2 0.0
H 1.8103 -5.1428 5.2998 0.0 0.3 0.5
C 8.0950 1.4571 -10.6498 -0.7 -0.2 1.3
C 6.5618 1.2108 -10.7607 0.1 2.2 -0.3
C 5.8863 2.3118 -9.8989 -0.9 -2.4 1.5
N 4.2753 2.2984 -9.9462 1.0 1.8 0.5
C 3.8549 2.6416 -11.3891 -0.4 0.4 1.6
C 3.8772 3.3670 -8.8844 0.6 1.1 -0.1
C 2.4484 3.1080 -8.3792 -0.2 0.0 -0.8
C 2.0810 1.7668 -8.9874 0.0 -1.0 -0.7
C 3.4139 1.1602 -9.3722 1.5 -0.9 -0.2
H 8.7038 0.5953 -10.9232 -0.1 0.3 -0.5
H 8.3398 1.6558 -9.6064 0.1 -0.3 0.3
H 8.3544 2.4064 -11.1183 0.1 -0.4 -0.6
H 6.1662 0.2253 -10.5146 0.4 0.0 0.1
H 6.3274 1.4839 -11.7896 -0.3 -0.6 -0.2
H 6.3199 3.3101 -9.9570 -0.7 0.3 -1.0
H 6.0821 2.1202 -8.8439 0.0 -0.5 0.1
H 3.8212 1.7730 -12.0466 0.0 -0.1 0.4
H 4.5532 3.3744 -11.7935 -0.2 0.0 0.2
H 2.8653 3.0647 -11.2168 0.0 0.1 -0.8
H 4.1936 4.3724 -9.1623 -0.9 0.2 -1.1
H 4.5680 3.3536 -8.0413 0.1 -1.3 0.1
H 1.6633 3.7619 -8.7587 0.5 0.7 0.4
H 2.4656 3.0622 -7.2903 -0.2 0.2 -0.1
H 1.4554 1.8059 -9.8792 0.0 0.6 -0.1
H 1.4944 1.1299 -8.3253 0.4 -0.2 0.2
H 3.4453 0.3441 -10.0942 -0.3 0.0 0.1
H 3.9052 0.8358 -8.4549 0.3 -0.1 -0.1
C -6.7822 9.8067 -0.0909 0.8 -1.3 0.0
C -6.7669 8.7431 -1.2136 -1.2 -1.1 0.2
C -5.5279 8.8413 -2.0537 -1.0 1.2 -1.3
N -5.4021 7.9687 -3.2944 -0.1 -1.7 -0.8
C -6.5500 8.2159 -4.3742 1.5 -0.9 1.7
C -5.1429 6.4115 -2.9721 0.3 1.5 0.8
C -3.6432 6.4169 -2.5923 0.4 -0.6 -0.4
C -2.9853 7.5919 -3.3768 0.9 -1.4 0.0
C -4.1179 8.3911 -3.9731 -0.3 0.4 -0.3
H -6.1199 9.3583 0.6496 0.3 0.6 0.3
H -7.7283 9.9191 0.4385 -0.1 0.1 -0.5
H -6.3680 10.7538 -0.4367 -0.2 0.1 0.1
H -7.7215 8.7045 -1.7382 0.2 0.6 -0.6
H -6.7621 7.7253 -0.8234 0.0 0.0 0.8
H -4.6649 8.8240 -1.3881 0.3 -0.4 -0.5
H -5.5642 9.7856 -2.5968 0.3 0.6 0.6
H -7.5004 7.8777 -3.9614 0.1 0.4 0.0
H -6.2547 7.5657 -5.1976 -0.2 0.2 0.0
H -6.4638 9.2716 -4.6316 -0.4 -0.2 0.0
H -5.2871 5.7273 -3.8083 -0.2 0.8 -0.5
H -5.8992 6.1130 -2.2462 0.4 0.1 0.3
H -3.1916 5.4730 -2.8978 -0.2 -0.1 -0.4
H -3.3018 6.4296 -1.5573 -1.0 0.5 0.3
H -2.3610 7.2169 -4.1878 -0.4 -0.3 -0.3
H -2.1619 7.9753 -2.7744 -0.8 1.1 0.3
H -4.2762 8.1460 -5.0233 0.3 -0.2 0.0
H -4.0515 9.4790 -3.9599 0.1 -0.1 0.3
C 3.8860 5.6534 6.3722 1.4 0.5 0.5
C 5.2958 6.2504 6.2538 0.5 1.7 0.0
C 5.4147 7.8098 5.9603 0.1 -0.6 1.7
N 6.4770 8.5158 6.8687 2.2 0.3 -0.1
C 7.8906 7.9630 6.5300 -1.1 -0.6 -1.5
C 6.4693 10.0023 6.5182 -0.7 0.7 -0.5
C 6.6274 10.8831 7.8029 -0.4 -1.9 -0.5
C 6.9402 9.8362 8.8805 0.9 -1.3 0.4
C 6.2906 8.4949 8.4131 -1.1 1.0 -0.9
H 3.5916 5.9511 7.3786 -0.7 0.0 -0.2
H 4.1735 4.6048 6.4495 -1.1 -0.3 -0.5
H 3.1660 5.9706 5.6179 0.1 -0.5 0.0
H 5.9735 5.7212 5.5839 -0.3 0.0 -0.3
H 5.6777 6.0328 7.2513 0.5 0.4 0.0
H 4.5462 8.4293 6.1838 -0.5 -0.6 0.3
H 5.6139 8.0411 4.9139 0.6 -0.1 0.1
H 8.0161 6.9291 6.8516 -0.2 0.2 0.5
H 8.7799 8.5592 6.7344 -0.6 0.4 0.7
H 7.8355 7.9000 5.4432 0.3 0.0 -0.1
H 7.1686 10.2733 5.7272 0.5 -0.6 0.3
H 5.5189 10.1403 6.0026 -0.2 0.3 0.4
H 7.4006 11.6382 7.6614 -0.3 0.0 0.2
H 5.6451 11.2876 8.0466 0.3 0.5 -0.1
H 7.9925 9.5922 9.0265 0.3 0.5 -0.4
H 6.6582 10.1490 9.8858 -0.5 -0.2 -0.1
H 6.6308 7.5286 8.7855 0.3 0.4 0.1
H 5.2163 8.5645 8.5842 -0.2 -0.2 -0.1
C 0.1870 0.8507 2.3131 0.2 -0.2 0.4
C 0.2920 0.8058 0.8140 1.2 1.0 -0.9
C -0.5375 -0.2643 0.1431 0.4 0.4 -0.7
N -0.3646 -0.5040 -1.4006 -1.3 0.6 -0.9
C 1.0214 -1.0200 -1.7319 -0.2 0.2 1.3
C -0.6461 0.7644 -2.2554 -0.6 -0.6 0.7
C -0.8788 0.2158 -3.7309 1.4 2.2 1.4
C -1.6096 -1.0715 -3.5562 0.0 0.0 1.4
C -1.5182 -1.4055 -2.0375 1.9 -1.5 0.5
H 0.9128 0.2164 2.8219 -0.3 -0.4 0.0
H -0.8473 0.6485 2.5914 0.0 0.2 0.6
H 0.5034 1.8700 2.5342 -0.4 0.0 0.6
H 1.3613 0.7325 0.6160 0.0 0.1 -0.5
H -0.0698 1.8075 0.5823 0.2 -0.1 -1.0
H -1.5369 0.1376 0.3094 -0.5 -1.1 -0.2
H -0.2265 -1.1781 0.6495 -0.8 -0.4 -0.3
H 1.3778 -1.6465 -0.9143 -0.3 -0.4 -0.1
H 1.6777 -0.1541 -1.6440 0.1 0.0 -0.8
H 1.0412 -1.5857 -2.6634 0.1 0.5 0.0
H 0.0558 1.5521 -1.9817 0.5 -0.3 -0.7
H -1.5701 1.0814 -1.7718 -0.5 0.2 -0.6
H 0.0862 0.0840 -4.2203 0.0 0.0 0.1
H -1.4368 0.9190 -4.3493 0.1 0.2 0.3
H -1.0416 -1.7879 -4.1496 -1.0 -0.5 0.0
H -2.6487 -0.8551 -3.8040 0.0 -0.9 -0.3
H -1.1297 -2.4111 -1.8767 0.1 -0.2 -0.2
H -2.4415 -1.4535 -1.4601 0.1 1.2 0.0
C -9.6806 -9.3841 -1.3532 -0.6 -0.2 -0.2
C -8.8240 -8.4383 -0.6117 1.4 2.1 0.2
C -8.3094 -7.3095 -1.4994 0.5 0.8 0.3
N -7.6188 -6.1505 -0.7018 0.6 2.3 1.5
C -7.0364 -5.0097 -1.5799 -1.1 -1.4 -1.2
C -8.4782 -5.4128 0.3026 -1.6 0.4 0.9
C -7.5791 -4.9088 1.4388 0.7 0.2 0.8
C -6.6380 -6.0379 1.6512 1.8 -1.5 -0.7
C -6.4774 -6.5938 0.2749 -0.6 -2.7 -2.3
H -10.6175 -8.9573 -1.7111 0.0 0.1 0.2
H -9.8827 -10.1338 -0.5882 -0.3 -0.6 -0.8
H -9.1325 -9.7110 -2.2369 -0.1 -0.7 0.2
H -7.9890 -9.0059 -0.2010 -0.1 0.1 0.3
H -9.3504 -7.8563 0.1449 -0.2 -0.9 0.5
H -9.1981 -6.9195 -1.9957 0.3 0.6 -0.1
H -7.5712 -7.5963 -2.2483 0.0 -0.1 0.0
H -7.8468 -4.6556 -2.2171 -0.2 0.2 0.3
H -6.3473 -5.4516 -2.2996 0.4 0.0 0.4
H -6.6266 -4.1666 -1.0237 0.0 -0.5 0.3
H -9.1346 -4.6837 -0.1723 0.5 0.3 -0.2
H -9.2056 -6.0640 0.7873 0.3 -0.5 -0.2
H -6.9317 -4.0572 1.2296 -0.8 0.5 -0.1
H -7.9840 -4.8879 2.4506 -1.1 1.2 -0.5
H -5.6080 -5.8609 1.9607 -0.1 0.9 0.3
H -6.9364 -6.8113 2.3588 -0.7 0.0 -0.2
H -5.5707 -6.3603 -0.2832 0.1 -0.2 0.4
H -6.6958 -7.6614 0.3019 1.0 -0.1 -0.1
C -1.7452 6.5465 3.1417 -0.3 -0.3 0.4
C -2.4580 6.9005 4.4329 -1.1 1.0 -0.6
C -3.6361 5.9435 4.7151 2.0 -0.3 1.6
N -3.5468 5.5552 6.2031 -0.1 -0.9 0.6
C -3.8656 6.6791 7.2190 -0.4 -0.8 -1.4
C -2.1667 4.8228 6.5145 -0.2 0.5 0.7
C -2.5564 3.4330 7.1165 2.0 1.1 -0.4
C -3.7736 3.1373 6.3151 -0.9 -0.1 0.5
C -4.5548 4.3985 6.5043 -0.4 1.2 -0.3
H -2.4491 6.3409 2.3353 0.0 0.2 -0.1
H -1.2501 5.6029 3.3712 0.6 0.1 -0.5
H -1.0710 7.3530 2.8533 0.2 -0.4 -0.1
H -2.9130 7.8882 4.3579 0.1 0.2 -0.1
H -1.7178 7.0220 5.2237 -0.2 -0.5 0.2
H -3.4478 4.9733 4.2555 -0.4 0.2 -0.5
H -4.5972 6.3757 4.4366 0.0 -0.3 0.4
H -3.7012 6.2274 8.1972 -0.1 0.5 0.0
H -4.9101 6.8993 6.9987 -0.2 -0.1 0.6
H -3.3693 7.6359 7.0563 0.7 -0.5 -0.1
H -1.5692 5.4983 7.1266 -0.3 -0.1 0.4
H -1.5111 4.6846 5.6547 -0.8 0.1 -0.6
H -2.6417 3.4667 8.2026 -0.5 0.0 -0.1
H -1.7263 2.7582 6.9076 0.0 -0.1 0.0
H -4.3606 2.3128 6.7199 0.1 -0.2 -0.4
H -3.5081 3.0342 5.2630 -0.2 -0.5 0.0
H -4.8823 4.5269 7.5360 0.2 -0.1 0.1
H -5.4538 4.5169 5.8995 0.2 0.1 -0.3
C 3.1038 -7.3497 -0.5016 -0.7 1.3 -1.0
C 2.5964 -8.0201 -1.8193 0.4 -1.1 0.4
C 2.9886 -9.4742 -1.7635 1.7 -1.1 0.7
N 2.8759 -10.3635 -2.9543 0.8 1.3 -0.4
C 4.0288 -10.0743 -3.9196 0.6 -1.8 -0.5
C 4.0383 -11.1472 -5.0455 0.2 0.3 0.5
C 4.1222 -12.5608 -4.4156 0.2 1.0 -1.0
C 2.9036 -12.7874 -3.5375 1.0 -2.3 -1.8
C 3.0116 -11.8597 -2.4427 -1.5 1.7 1.2
C 1.5861 -9.9220 -3.6322 1.1 -2.0 0.1
H 3.9895 -7.7144 0.0186 0.0 -0.5 -0.5
H 2.3245 -7.2017 0.2459 -0.1 -0.2 -0.1
H 3.3574 -6.3559 -0.8706 0.2 0.3 0.6
H 3.1396 -7.6362 -2.6829 -0.2 0.5 0.1
H 1.5254 -7.9299 -2.0008 0.1 0.5 0.3
H 2.5403 -10.1060 -0.9967 -0.1 0.7 0.5
H 4.0720 -9.4464 -1.6470 0.0 -0.2 0.8
H 4.9738 -10.2432 -3.4032 -0.2 0.0 0.6
H 4.1086 -9.0493 -4.2816 -0.8 0.1 0.1
H 4.9310 -10.9185 -5.6277 -0.1 -0.1 -0.2
H 3.1654 -11.0401 -5.6894 0.1 -0.1 -0.2
H 5.0187 -12.5738 -3.7957 0.1 -0.1 0.2
H 4.2905 -13.3515 -5.1466 -0.3 0.2 -0.2
H 3.0334 -13.8130 -3.1919 -0.3 0.0 0.6
H 1.9733 -12.8280 -4.1040 -0.1 0.4 0.1
H 3.9421 -12.0369 -1.9034 0.4 0.9 -0.3
H 2.2738 -12.0286 -1.6584 -0.5 0.5 -0.2
H 1.7696 -8.9879 -4.1630 0.0 -0.1 0.3
H 0.8751 -9.8326 -2.8109 -0.4 -0.2 -0.6
H 1.4539 -10.7300 -4.3518 -1.1 0.4 0.0
C 4.2820 5.1370 -0.5273 1.0 -1.4 -3.0
F 3.5433 4.6898 0.4425 -2.0 0.7 1.7
F 4.7504 6.3731 -0.3361 -0.3 -0.2 0.6
F 5.3096 4.2455 -0.4820 0.5 0.9 -0.6
S 3.4363 4.9919 -2.2956 0.3 -1.0 -0.7
O 4.3191 5.7396 -3.1758 0.1 -0.5 0.7
O 3.4621 3.5096 -2.4917 -0.5 2.3 0.6
O 2.1167 5.6338 -2.2282 0.5 -0.9 0.9
C -5.6732 2.1373 1.5885 0.8 -2.1 -3.7
F -5.3586 1.0377 2.3055 1.0 0.4 -0.1
F -6.5104 2.7855 2.2752 -2.1 2.0 1.8
F -4.5944 2.9487 1.3466 -0.1 -0.7 0.8
S -6.3984 1.5668 -0.1619 1.2 -3.4 -1.6
O -6.8125 0.1570 -0.0512 1.0 0.7 1.1
O -7.5462 2.3591 -0.4049 -0.8 2.4 0.2
O -5.2737 1.6882 -1.1162 -0.6 0.7 1.5
C 5.2871 -3.6756 -7.9862 -1.4 -1.0 0.5
F 6.4024 -4.3379 -8.3678 -0.5 1.2 0.7
F 5.5122 -2.3934 -7.5699 0.6 -1.2 -0.3
F 4.5228 -3.5547 -9.0932 0.1 0.0 0.1
S 4.3003 -4.6858 -6.6019 0.3 -2.2 0.4
O 3.9994 -6.0459 -7.1789 0.3 3.1 0.4
O 5.2604 -4.7773 -5.5116 0.1 0.3 -0.6
O 3.1592 -3.8441 -6.2514 0.2 -0.2 -1.0
C 5.3957 -0.7830 1.9854 -0.8 -0.1 1.3
F 4.8911 0.4547 2.2093 -0.3 -0.3 0.0
F 5.3847 -0.9542 0.6766 0.2 -0.4 -0.4
F 6.6351 -0.7676 2.4590 0.4 -0.1 -0.4
S 4.4635 -2.1134 3.0188 -0.1 -1.5 0.3
O 5.3745 -3.2676 3.0485 -0.9 1.1 -0.8
O 4.3801 -1.4737 4.3150 -0.3 0.6 -0.1
O 3.1393 -2.3785 2.3944 1.4 0.6 0.1
```
Forces are in eV/Å.

net charge	+4
HOMO level	-11.9	eV
energy above the lowest of the compared OMol25 structures with the same formula, charge and spin	422.0	kJ/mol
lowest unoccupied orbital energy	-5.8	eV

Results of the Löwdin charge analysis, in e, for atoms 1 through 99: -0.060, -0.189, -0.067, -0.182, 0.048, -0.146, -0.176, -0.109, -0.042, 0.070, 0.068, 0.061, 0.076, 0.111, 0.122, 0.119, 0.108, 0.102, 0.085, 0.139, 0.130, 0.128, 0.102, 0.121, 0.121, 0.135, 0.128, -0.080, -0.201, -0.105, -0.203, 0.042, -0.108, -0.131, -0.172, -0.094, 0.086, 0.072, 0.082, 0.116, 0.096, 0.136, 0.119, 0.109, 0.109, 0.098, 0.136, 0.128, 0.118, 0.127, 0.112, 0.126, 0.137, 0.145, -0.068, -0.240, -0.145, -0.227, 0.078, -0.019, -0.140, -0.135, -0.133, 0.070, 0.084, 0.083, 0.110, 0.106, 0.150, 0.127, 0.102, 0.100, 0.110, 0.132, 0.124, 0.115, 0.108, 0.118, 0.123, 0.128, 0.138, -0.087, -0.214, -0.072, -0.242, 0.033, -0.107, -0.104, -0.146, -0.065, 0.071, 0.087, 0.077, 0.114, 0.093, 0.118, 0.134, 0.104, 0.115

=====

# 2
# CHBrClNO2

A cluster of 2 separate species, CHBrClNO2 in total at a distorted geometry (ωB97M-V/def2-TZVPD, the OMol25 dataset).

Geometry as XYZ:
```
7
Properties=species:S:1:pos:R:3:forces:R:3
C -0.4026 -0.1052 -0.2735 -0.7 -1.1 -0.2
N 0.6420 0.0333 0.7781 0.4 1.1 0.5
O 1.5460 -0.7729 0.7387 0.0 0.7 0.4
O 0.5059 0.9706 1.5614 0.3 -1.0 -0.8
Cl -1.9676 0.3187 0.2963 0.6 0.1 -0.4
Br -0.2504 -1.8493 -1.0540 -0.4 0.9 -0.2
H -0.0734 1.4048 -2.0471 0.0 -0.5 0.7
```
Forces are in eV/Å.

net charge	0
HOMO level (spin up / spin down)	-10.2 / -10.9	eV
energy above the lowest of the compared OMol25 structures with the same formula, charge and spin	394.2	kJ/mol
lowest unoccupied orbital energy (spin up / spin down)	-1.2 / -2.6	eV

For reference, the Löwdin charges in units of e are: -1.074, -0.505, -0.002, 0.032, 0.647, 0.725, 0.178

=====

| no. | energy (eV) |
| --- | --- |
| 1 | -186318.8492 |
| 2 | -89195.5134 |